49
Properties=species:S:1:pos:R:3:forces:R:3:lowdin_charge:R:1 method="wB97M-V/def2-TZVPD" lumo_ev=4.175 total_charge=-2 de_lowest_kcal_mol=11.75 homo_ev=-2.84
Mg -0.6108 -0.2525 -0.3396 -0.9 -0.5 0.9 0.57
O 1.5522 -4.0235 4.0848 0.1 0.0 0.0 0.04
C 1.1431 -3.1814 3.0795 0.0 0.0 0.0 -0.29
C 2.0606 -2.4626 2.3243 0.0 0.0 0.1 0.05
C 1.5667 -1.6369 1.3341 -0.1 0.1 -0.2 -0.16
N 0.2707 -1.5090 1.1233 -0.2 -0.2 0.1 0.11
C -0.6128 -2.2092 1.8298 0.1 0.2 -0.1 -0.15
C -0.2152 -3.0807 2.8243 0.0 0.0 0.0 0.06
C -2.0887 -1.9635 1.4436 0.3 0.2 -0.1 -0.59
O -2.9367 -2.6518 2.0132 -0.1 0.0 0.0 0.00
O -2.2418 -1.0606 0.5646 -0.1 -0.4 0.3 -0.05
C 2.4672 -0.8888 0.3475 -0.3 0.2 -0.1 -0.56
O 3.6814 -1.0427 0.4418 0.1 0.0 0.0 0.02
O 1.8409 -0.1949 -0.5354 0.0 -0.2 -0.1 -0.10
H 2.5110 -3.9570 4.1462 0.0 0.0 0.0 0.09
H 3.1319 -2.5322 2.4730 0.0 0.0 0.0 0.12
H -0.9531 -3.6420 3.3796 0.0 0.0 0.0 0.12
C -0.2034 -0.4140 -5.3471 -0.1 -0.1 0.0 -0.08
C -0.7272 -0.6181 -3.9398 0.4 0.3 0.3 -0.58
O -1.9665 -1.3486 -3.9475 0.0 0.1 -0.2 -0.07
P 0.3515 -1.6991 -2.9260 -0.3 -0.3 0.1 0.50
O 0.3698 -3.0901 -3.7294 0.1 0.0 0.0 -0.11
O 1.8648 -1.3064 -2.9615 -0.1 0.0 -0.1 -0.11
O -0.2403 -1.8703 -1.5670 0.2 0.1 -0.6 -0.26
P -0.9808 1.0184 -3.0575 0.3 -0.2 0.1 0.31
O 0.5526 1.3264 -2.5628 -0.9 -0.2 -0.2 -0.17
O -1.4410 2.0470 -4.0089 0.0 0.0 0.0 -0.31
O -1.7734 0.5981 -1.8298 0.5 0.1 -0.4 -0.33
H -0.0641 -1.3692 -5.8591 0.0 0.0 0.0 0.07
H 0.7536 0.1086 -5.3094 0.0 0.0 0.0 0.09
H -0.9102 0.2074 -5.8960 0.0 0.0 0.0 0.08
H -2.4433 -1.0539 -3.1533 0.1 0.0 0.1 0.09
H -0.5253 -3.4509 -3.6950 -0.1 0.0 -0.1 0.08
H 2.0886 -0.8206 -2.1127 0.0 0.1 0.2 0.06
H 0.6231 0.9616 -1.6656 1.0 0.7 -0.1 0.00
Cl -0.4602 6.5037 3.6241 0.0 -0.2 -0.1 0.56
C -0.4911 4.9555 2.7763 0.0 0.0 0.0 -0.68
C -0.6950 4.9257 1.3981 0.0 0.1 0.0 -0.16
C -0.6978 3.7318 0.7238 -0.1 0.3 0.0 -0.55
Cl -1.0177 3.7858 -0.9757 0.1 -0.1 -0.1 0.75
C -0.4600 2.4584 1.3523 0.1 0.1 0.1 -0.36
O -0.3962 1.3904 0.6988 0.1 0.1 0.0 -0.06
C -0.2984 2.5477 2.7754 0.1 -0.1 0.4 -0.10
C -0.0714 1.4026 3.6783 0.0 0.0 -0.3 -0.22
O 0.0704 0.2332 3.4162 0.0 0.1 0.0 0.07
C -0.3156 3.7775 3.4480 0.0 0.0 0.0 -0.11
H -0.8589 5.8435 0.8484 0.0 0.0 0.0 0.09
H -0.0230 1.7257 4.7462 0.0 0.0 0.0 0.11
H -0.1801 3.7814 4.5238 0.0 0.0 0.0 0.10


39
Properties=species:S:1:pos:R:3:forces:R:3:lowdin_charge:R:1 method="wB97M-V/def2-TZVPD" lumo_ev=2.933 total_charge=-1 homo_ev=-3.87
F -0.5621 3.1017 0.8653 -1.7 1.6 1.5 -0.19
N 0.2539 2.1149 0.4161 4.1 -4.6 1.6 -0.07
C 0.6107 1.1440 1.5262 -2.3 3.3 -2.6 -0.32
F -0.4514 0.0693 1.5139 1.9 0.8 1.1 -0.09
F 0.5780 1.7215 2.8912 0.5 -2.0 -2.9 -0.03
C 2.0252 0.4297 1.1068 -2.3 -2.2 0.8 -0.11
F 1.8061 -0.2067 -0.2269 1.4 2.1 3.9 0.01
F 2.2173 -0.7111 2.0767 -0.1 3.0 -2.8 -0.02
C 3.3465 1.3962 1.1890 1.5 0.4 1.8 -0.09
F 4.3276 0.6823 2.0892 -2.6 2.4 -2.8 0.00
F 3.1177 2.7247 1.8038 0.7 -4.5 -2.1 0.04
C 4.1172 1.6469 -0.2364 1.8 1.9 -2.1 -0.12
F 3.2825 2.5064 -1.1570 3.1 -3.6 3.2 0.03
F 4.6012 0.4012 -0.9043 -2.0 4.4 2.3 0.03
F 5.3569 2.4712 0.0197 -4.1 -2.8 -0.8 0.00
C 0.5991 -3.5307 1.3577 0.0 -0.1 0.0 -0.07
C -0.0546 -4.6774 1.8076 0.2 0.0 -0.1 -0.10
C 0.4965 -5.9355 1.5659 0.1 0.1 -0.1 -0.11
C 1.7076 -6.0463 0.8822 -0.1 0.1 0.0 -0.12
C 2.3631 -4.8993 0.4355 -0.2 0.0 0.1 -0.10
C 1.8073 -3.6418 0.6691 0.0 -0.2 0.0 -0.08
H 0.1676 -2.5506 1.5432 0.1 -0.1 0.0 0.09
H -0.9948 -4.5906 2.3464 0.1 0.0 -0.1 0.10
H -0.0165 -6.8292 1.9108 0.1 0.1 0.0 0.09
H 2.1396 -7.0264 0.6980 -0.1 0.1 0.0 0.09
H 3.3077 -4.9858 -0.0959 -0.1 0.0 0.1 0.10
H 2.3156 -2.7487 0.3161 -0.1 -0.1 0.1 0.09
C -5.2499 3.6484 -2.6953 0.1 -0.1 0.0 -0.12
C -4.4736 4.4422 -1.8514 0.1 -0.2 0.0 -0.11
C -3.2649 3.9568 -1.3530 -0.1 -0.1 -0.1 -0.09
C -2.8275 2.6801 -1.7068 0.0 0.0 0.0 -0.07
C -3.6021 1.8878 -2.5537 -0.1 0.2 0.0 -0.10
C -4.8152 2.3697 -3.0446 0.1 0.1 0.1 -0.12
H -6.1934 4.0257 -3.0808 0.1 0.0 0.0 0.09
H -4.8112 5.4396 -1.5814 0.0 -0.1 0.0 0.09
H -2.6635 4.5729 -0.6901 0.0 -0.2 -0.1 0.10
H -1.8833 2.3035 -1.3223 -0.1 0.1 0.1 0.09
H -3.2602 0.8935 -2.8305 0.0 0.2 0.1 0.10
H -5.4210 1.7500 -3.7000 0.1 0.1 0.1 0.09


258
Properties=species:S:1:pos:R:3:forces:R:3:lowdin_charge:R:1 method="wB97M-V/def2-TZVPD" lumo_ev=-2.372 total_charge=+1 homo_ev=-10.51
C 4.7675 -4.4955 -4.4554 1.7 -0.4 -0.5 -0.03
C 4.0565 -3.3306 -5.0366 -1.7 2.5 -0.6 -0.28
C 3.2514 -3.4556 -6.4181 3.2 -0.1 1.1 -0.13
O 4.3405 -3.6379 -7.3096 -1.0 -0.9 -0.9 -0.16
C 3.8895 -4.0227 -8.6004 1.0 -0.2 -1.8 -0.11
N 2.9798 -2.9021 -4.0670 -0.4 -0.8 0.4 0.20
H 3.3195 -2.7147 -3.1345 0.8 -0.5 0.9 0.09
H 2.4745 -2.0457 -4.2440 -0.4 0.5 -1.3 0.08
H 2.3537 -3.6943 -4.0882 -0.8 0.0 0.6 0.16
H 5.7109 -4.5890 -4.9934 -0.3 -0.6 -1.0 0.10
H 4.2188 -5.4373 -4.4457 0.0 0.1 -0.1 0.10
H 5.3102 -4.3276 -3.5252 -1.0 0.4 0.8 0.10
H 4.6382 -2.4090 -5.0585 0.7 -0.4 -0.5 0.16
H 2.7739 -2.5226 -6.7176 -0.6 0.0 0.5 0.12
H 2.6200 -4.3403 -6.3356 -0.4 0.0 -0.3 0.13
H 3.5006 -5.0291 -8.7554 -0.7 -0.2 1.1 0.09
H 4.7176 -4.1113 -9.3036 0.8 0.4 0.5 0.09
H 3.2718 -3.3187 -9.1580 -0.5 0.4 0.8 0.10
C -8.1023 -0.2519 0.0973 1.0 0.4 1.0 -0.02
C -6.8688 0.2973 -0.6530 -0.9 -0.5 1.5 -0.27
C -5.5433 -0.1093 0.0335 0.0 -0.8 -0.4 -0.18
O -5.6082 0.1434 1.4230 -0.5 0.3 0.4 -0.14
C -4.5486 -0.3605 2.2135 2.0 0.0 -1.0 -0.09
N -6.9042 -0.2621 -2.0266 0.6 0.3 1.0 0.24
H -6.5633 -1.2127 -2.0128 0.3 -0.8 -0.1 0.08
H -7.8473 -0.3140 -2.3846 -0.2 0.5 -0.4 0.17
H -6.2670 0.2931 -2.5796 0.1 0.6 -1.3 0.09
H -7.7794 -1.0631 0.7499 -0.2 -0.2 -0.2 0.07
H -8.9395 -0.5946 -0.5107 0.1 0.3 -0.1 0.09
H -8.3844 0.5576 0.7705 -0.5 -0.2 0.0 0.09
H -6.9251 1.3857 -0.6683 0.1 0.0 -0.5 0.16
H -4.7194 0.3110 -0.5433 0.4 1.0 0.5 0.13
H -5.3523 -1.1681 -0.1412 -0.4 -0.7 0.2 0.11
H -3.6153 0.1244 1.9272 0.2 0.2 -0.5 0.08
H -4.3321 -1.4193 2.0716 -0.5 -0.4 -0.3 0.07
H -4.4837 -0.2009 3.2898 -1.6 0.4 0.0 0.09
C 0.8807 1.2915 -1.5975 -1.1 -0.5 0.7 0.01
C 0.2581 -0.1347 -1.2675 1.8 1.3 -0.9 -0.21
C -1.1838 -0.2946 -1.6277 -0.1 -0.4 -0.4 -0.19
O -1.5749 -1.6518 -1.4365 -0.6 -0.5 -0.5 -0.21
C -2.8701 -1.9773 -2.0877 1.7 0.1 0.6 -0.03
N 1.0852 -1.1576 -2.1365 -1.7 0.3 1.3 0.22
H 0.6871 -2.0759 -2.0011 -0.1 -0.5 0.6 0.14
H 0.9596 -0.9957 -3.1255 -0.3 1.0 -0.8 0.06
H 2.0778 -1.1219 -1.9534 0.6 0.0 0.6 0.06
H 0.5885 1.7020 -2.5641 -0.1 -0.4 -0.3 0.08
H 1.9650 1.3520 -1.5041 0.0 -0.5 0.0 0.05
H 0.4767 1.9933 -0.8679 -0.1 0.0 0.2 0.07
H 0.3586 -0.3555 -0.2048 0.7 -0.4 -0.2 0.13
H -1.2434 -0.0257 -2.6823 -0.8 0.4 -0.1 0.11
H -1.7673 0.3196 -0.9419 -0.1 0.6 -0.5 0.13
H -3.1693 -2.9223 -1.6344 -0.3 0.2 0.1 0.06
H -2.7169 -2.1578 -3.1516 -0.1 0.3 0.0 0.08
H -3.5662 -1.1551 -1.9213 -0.1 -0.2 0.0 0.07
C 2.7841 1.8360 2.3265 -0.4 0.4 -0.6 -0.11
C 2.3272 0.7616 3.3095 -0.2 0.8 -0.3 -0.22
C 2.6005 1.2294 4.7862 0.4 0.2 -0.9 -0.19
C 1.6577 2.3618 5.3552 -0.1 -1.0 0.0 -0.22
P 2.0635 2.9077 7.0731 2.3 -2.7 0.0 1.06
C 1.7930 1.4507 8.2630 0.2 2.1 -0.4 -0.24
C 2.7416 0.2910 8.1217 1.3 -0.5 1.4 -0.25
C 3.2498 -0.2514 9.4791 -0.4 -0.3 1.0 -0.29
C 4.1000 -1.5155 9.4318 -0.7 0.2 0.6 -0.10
C 1.0435 4.2327 7.5923 0.7 1.2 -0.3 -0.29
C 0.8827 5.3250 6.4835 -2.3 -0.1 -0.1 -0.21
C -0.3778 6.1430 6.8357 -1.0 0.1 0.7 -0.26
C -0.3181 6.7266 8.2605 0.2 -0.6 -1.0 -0.10
C 3.8974 3.3304 7.2025 -1.1 0.2 -1.5 -0.24
C 4.5910 3.3607 8.5443 0.5 -0.7 0.5 -0.23
C 6.0982 3.0662 8.4697 1.3 -0.8 0.2 -0.24
C 6.6238 1.7274 7.8092 -1.8 1.9 -0.5 -0.07
H 2.4874 2.8300 2.6615 -0.1 0.1 -0.1 0.04
H 2.3289 1.7123 1.3439 -0.3 0.0 0.0 0.06
H 3.8457 1.8753 2.0825 0.3 -0.3 0.6 0.08
H 2.7627 -0.1700 2.9482 0.7 -0.1 1.0 0.08
H 1.2799 0.5142 3.1362 -0.4 0.6 0.3 0.10
H 3.5597 1.7462 4.7567 0.4 -0.4 -0.1 0.09
H 2.7359 0.3247 5.3789 -0.4 0.4 0.6 0.09
H 0.6246 2.0180 5.4051 -0.2 -0.2 0.2 0.10
H 1.5885 3.1992 4.6610 0.4 0.1 0.0 0.07
H 0.7279 1.2233 8.3071 0.0 -0.2 -0.2 0.10
H 2.0377 1.9584 9.1960 -0.2 0.1 0.3 0.08
H 3.7191 0.6033 7.7541 -0.3 0.0 -1.3 0.09
H 2.2684 -0.5447 7.6062 0.4 0.1 -0.4 0.12
H 2.4129 -0.3936 10.1628 -0.3 -0.3 0.0 0.11
H 3.9248 0.3585 10.0794 -0.3 1.3 -0.5 0.10
H 3.5159 -2.3287 9.0009 0.7 -0.2 -0.3 0.08
H 4.2918 -1.7463 10.4797 -0.1 -0.4 0.0 0.08
H 5.0968 -1.3043 9.0448 -0.2 -0.4 -0.7 0.07
H 1.4355 4.7398 8.4739 0.3 -0.4 0.2 0.10
H 0.1804 3.6604 7.9325 -0.8 0.7 -0.3 0.11
H 0.6713 4.8603 5.5205 0.2 0.0 0.0 0.07
H 1.6822 6.0460 6.3128 0.6 -0.5 0.6 0.12
H -1.2722 5.5222 6.7830 0.0 -0.3 -0.3 0.11
H -0.5729 6.9774 6.1620 0.4 -0.2 -0.3 0.11
H -1.2043 7.2938 8.5449 0.3 0.3 -0.3 0.08
H 0.6009 7.3062 8.1729 -0.1 0.4 1.2 0.08
H -0.2774 5.9022 8.9724 0.4 0.2 0.3 0.06
H 3.8784 4.2947 6.6948 0.3 0.4 0.1 0.10
H 4.4540 2.7037 6.5057 -0.3 -0.3 0.0 0.07
H 4.1328 2.5798 9.1512 -0.1 0.4 0.6 0.08
H 4.5448 4.3646 8.9664 -0.6 -0.3 0.4 0.12
H 6.6232 2.9835 9.4213 -0.9 0.5 0.8 0.10
H 6.5362 3.9795 8.0672 0.4 -0.3 -0.7 0.11
H 6.0572 0.8765 8.1873 0.2 -0.1 0.3 0.05
H 7.6970 1.6190 7.9664 -0.2 -0.1 -0.3 0.08
H 6.3129 1.8604 6.7730 0.8 -0.7 -0.4 0.06
C -1.9807 -9.8056 -2.8922 0.0 -0.9 0.3 -0.09
C -2.1620 -9.0684 -1.5534 2.2 -1.3 -0.9 -0.30
C -3.2395 -8.0677 -1.7197 -0.7 0.9 0.4 -0.24
C -2.9658 -6.6861 -1.0895 -0.4 -0.6 0.4 -0.25
P -2.8031 -6.8605 0.6907 -2.0 1.1 3.0 1.08
C -1.2326 -7.5241 1.2833 0.1 -0.8 -0.5 -0.30
C -0.7517 -7.4474 2.7241 -0.1 2.1 1.3 -0.25
C 0.7875 -7.5718 2.7299 -0.2 -1.9 0.5 -0.25
C 1.5636 -7.6863 4.0720 -0.7 1.7 -0.6 -0.09
C -3.0735 -5.1787 1.5046 0.3 -1.4 0.0 -0.24
C -2.1651 -4.0504 1.0264 -0.1 0.8 -0.6 -0.24
C -0.8961 -3.7715 1.8861 -2.3 -2.0 0.2 -0.24
C -0.1396 -2.5258 1.6014 0.1 1.0 -0.6 -0.09
C -4.1400 -7.9463 1.5281 0.1 0.5 -0.8 -0.23
C -5.6718 -7.5408 1.5413 2.0 -0.1 1.3 -0.21
C -6.3879 -8.4664 2.5940 -0.3 -0.2 -1.1 -0.25
C -7.8060 -7.9808 2.8533 -0.4 0.0 -0.9 -0.11
H -2.9333 -10.0515 -3.3613 -0.1 0.5 -0.2 0.08
H -1.5255 -10.7939 -2.8278 0.4 0.1 0.4 0.07
H -1.3324 -9.1878 -3.5137 -0.4 -0.1 -0.4 0.08
H -1.1599 -8.6937 -1.3451 0.0 0.8 0.0 0.10
H -2.2675 -9.7329 -0.6959 -0.7 -0.3 -0.1 0.10
H -4.0833 -8.5800 -1.2574 -0.6 0.7 0.0 0.11
H -3.5234 -7.9186 -2.7615 0.2 0.1 0.0 0.13
H -3.8056 -6.0054 -1.2293 -0.3 0.0 0.0 0.06
H -2.0957 -6.1586 -1.4804 0.2 -0.3 -0.1 0.11
H -0.4839 -7.1255 0.5987 0.2 0.0 0.0 0.10
H -1.2894 -8.5976 1.1029 0.1 -0.1 -0.6 0.09
H -1.2824 -8.1301 3.3877 0.4 -0.8 -0.3 0.12
H -1.0476 -6.5242 3.2223 0.1 0.6 -0.3 0.09
H 1.2898 -6.7902 2.1599 -0.4 0.0 -0.3 0.11
H 0.8389 -8.5219 2.1981 1.0 -0.1 -0.3 0.10
H 1.6041 -6.6485 4.4029 -0.3 0.1 0.7 0.06
H 2.6335 -7.8411 3.9329 -0.2 -0.9 -0.2 0.07
H 1.0910 -8.2854 4.8505 0.3 -0.2 -0.2 0.08
H -3.0149 -5.3015 2.5861 0.4 -0.3 0.2 0.09
H -4.1415 -4.9827 1.4088 0.0 0.2 -0.7 0.08
H -2.8167 -3.1784 1.0810 0.2 0.4 -0.5 0.10
H -1.8751 -4.2519 -0.0048 -0.1 0.4 -0.3 0.09
H -0.4050 -4.7376 1.7697 0.9 0.2 0.7 0.09
H -1.4312 -3.7391 2.8352 0.9 0.0 0.8 0.11
H 0.6270 -2.6261 0.8331 -0.2 -0.1 -0.2 0.06
H 0.3788 -2.0316 2.4231 -0.1 -0.5 0.4 0.08
H -0.8920 -1.8082 1.2741 0.2 0.3 -0.3 0.07
H -3.7501 -8.1480 2.5258 0.1 0.4 0.2 0.08
H -4.1088 -8.9255 1.0503 0.2 -0.1 -0.2 0.08
H -5.9243 -7.5629 0.4811 -1.0 -0.3 0.3 0.10
H -5.8265 -6.5193 1.8889 0.2 0.2 -0.1 0.10
H -5.8516 -8.5783 3.5363 0.5 0.2 -0.2 0.10
H -6.4847 -9.4522 2.1391 0.3 -0.2 0.1 0.11
H -8.0410 -7.5321 1.8881 -0.7 0.6 0.3 0.07
H -7.9446 -7.3017 3.6945 0.2 0.2 -0.3 0.08
H -8.5522 -8.7681 2.9603 0.3 -0.2 0.2 0.07
C 0.4115 9.5084 -1.4270 -1.1 0.5 0.5 -0.11
C -0.0892 8.1030 -1.5983 1.2 -0.6 0.0 -0.25
C 1.1423 7.2536 -1.9322 -0.6 -1.2 -0.4 -0.23
C 1.9525 7.6035 -3.2223 0.9 -1.3 -1.3 -0.20
P 2.4332 6.1091 -4.3296 0.0 -1.2 2.2 1.07
C 2.8134 4.6792 -3.2702 -0.5 -0.1 1.0 -0.27
C 3.8353 4.8709 -2.1753 3.4 0.9 -1.7 -0.27
C 3.8404 4.0366 -0.9132 -1.4 1.1 2.0 -0.19
C 3.4713 4.9338 0.3326 0.4 -0.6 -0.2 -0.08
C 0.9516 5.6709 -5.3098 3.1 1.0 -0.2 -0.24
C -0.0935 4.9371 -4.5734 0.8 -1.6 0.9 -0.28
C -1.3582 5.6090 -4.4710 -4.0 0.5 -0.3 -0.26
C -2.3228 4.9592 -3.4750 0.7 -0.4 1.5 -0.08
C 3.9320 6.3926 -5.4046 -2.0 0.3 0.8 -0.26
C 4.6631 5.1970 -5.9499 -0.9 -1.3 -0.6 -0.21
C 3.7671 4.3128 -6.9622 1.4 1.0 0.5 -0.23
C 4.4713 3.1138 -7.5486 -0.3 -1.0 -0.1 -0.10
H 1.3692 9.5562 -0.9087 0.1 -0.2 -0.2 0.08
H -0.2888 10.0245 -0.7703 0.0 0.6 -0.4 0.08
H 0.4830 9.9607 -2.4161 0.1 0.5 0.2 0.07
H -0.8773 7.9700 -2.3394 0.1 0.3 -0.3 0.11
H -0.5194 7.6523 -0.7039 0.2 0.2 0.2 0.09
H 0.7065 6.2546 -1.9391 0.4 -0.5 -0.7 0.09
H 1.7894 7.1772 -1.0584 0.3 0.5 -0.1 0.10
H 2.9290 8.0745 -3.1095 0.0 0.1 0.8 0.08
H 1.5131 8.2572 -3.9757 -0.8 0.1 0.3 0.08
H 3.0552 3.8530 -3.9389 -0.4 -0.3 0.1 0.09
H 1.9759 4.4886 -2.5992 -0.9 -0.4 -1.0 0.09
H 4.0011 5.9463 -2.1105 -0.8 0.4 1.5 0.10
H 4.8303 4.7602 -2.6063 0.3 -0.8 -0.5 0.10
H 4.7583 3.5119 -0.6483 0.3 0.2 -0.6 0.11
H 3.0854 3.2508 -0.9351 -0.2 0.0 -0.3 0.08
H 4.2924 5.5801 0.6428 0.2 0.2 -0.4 0.07
H 3.2845 4.3120 1.2081 -0.2 -0.1 -0.1 0.04
H 2.5966 5.5607 0.1592 -0.1 -0.2 0.0 0.05
H 1.3796 5.0555 -6.1011 -0.3 0.5 -0.4 0.08
H 0.8041 6.7118 -5.5977 -1.1 -0.1 -0.9 0.10
H 0.1784 4.7460 -3.5353 0.5 -0.5 -0.1 0.09
H -0.1941 3.9935 -5.1097 -0.2 -0.3 0.5 0.13
H -1.8993 5.4889 -5.4095 0.1 0.8 -0.5 0.13
H -1.2586 6.6560 -4.1847 0.1 0.2 -0.3 0.10
H -1.8916 5.0090 -2.4752 0.3 0.2 0.2 0.05
H -2.4490 3.8813 -3.5757 0.0 0.0 -0.6 0.06
H -3.3083 5.3919 -3.3025 0.1 0.3 -0.7 0.07
H 4.5933 7.0177 -4.8046 -0.1 0.5 -0.4 0.10
H 3.3481 6.8670 -6.1934 0.9 0.9 -0.5 0.09
H 5.0988 4.6636 -5.1051 -0.3 -0.6 0.0 0.10
H 5.5594 5.5824 -6.4359 -0.2 0.0 -0.5 0.11
H 3.5042 4.9432 -7.8117 -0.3 0.5 0.3 0.11
H 2.8629 3.8829 -6.5313 0.0 0.6 0.3 0.06
H 4.1240 2.2547 -6.9747 0.8 -0.2 0.2 0.04
H 5.5574 3.1627 -7.6255 -0.1 0.0 0.2 0.08
H 4.0722 2.8710 -8.5334 0.1 0.3 -0.2 0.08
N -5.6239 1.6431 -3.8871 -4.2 3.8 1.0 -0.28
S -5.5965 3.3644 -3.7604 -3.5 4.2 4.5 0.63
O -5.3354 4.2865 -4.8345 -0.4 -2.1 0.3 -0.24
O -5.1341 3.8253 -2.4355 -0.1 -1.8 -2.5 -0.30
F -7.2121 3.5117 -3.4751 1.0 -0.7 -0.9 -0.23
S -4.1937 1.5831 -4.2516 8.9 -3.9 -5.1 0.34
O -3.2145 1.6390 -3.2131 0.0 1.5 1.0 -0.29
O -3.8455 2.1096 -5.5767 -0.7 -0.3 2.5 -0.27
F -4.0398 0.0185 -4.4768 -1.1 -1.1 -0.5 -0.20
N 1.1909 -0.4452 -4.8831 -0.6 0.4 -1.3 -0.30
S 2.0658 0.5458 -5.7173 5.7 4.8 1.9 0.44
O 1.8289 1.9843 -5.3968 0.5 -3.4 -0.9 -0.29
O 2.3603 0.1503 -7.0269 0.2 -0.2 -1.6 -0.24
F 3.4700 0.2302 -4.9901 -0.4 -0.1 0.3 -0.20
S -0.1341 0.0736 -5.6761 -7.3 -0.6 -3.2 0.51
O -0.2615 -0.1601 -7.1618 1.5 1.4 4.3 -0.25
O -0.8003 1.1702 -5.0220 1.6 0.0 -0.9 -0.25
F -1.0483 -1.0519 -5.2072 -0.9 -2.6 1.2 -0.15
N 3.8716 -1.5773 -1.5712 -1.6 -4.3 4.7 -0.34
S 4.9694 -0.5516 -1.5506 6.3 8.2 -5.0 0.49
O 6.0113 -0.8235 -2.5699 -2.3 -0.1 2.4 -0.29
O 5.3841 0.2925 -0.4222 -1.2 -2.8 -0.9 -0.26
F 4.0026 0.5416 -2.3177 0.5 -0.1 0.0 -0.24
S 4.0936 -2.1436 0.0324 1.0 -4.2 2.5 0.60
O 3.4081 -1.4356 1.0627 -0.3 0.5 -1.1 -0.26
O 5.4017 -2.7203 0.4067 -2.6 1.8 -1.9 -0.26
F 3.1990 -3.4959 -0.1186 0.1 0.9 -0.6 -0.22
N -5.9967 -2.9842 -2.4320 -2.7 -0.9 4.2 -0.27
S -5.6974 -3.9549 -3.5418 3.8 -1.2 -10.4 0.41
O -6.7297 -4.4389 -4.4443 0.8 0.8 2.1 -0.24
O -4.6010 -4.8333 -3.2828 0.0 -0.9 0.9 -0.29
F -4.8944 -2.8967 -4.5141 -1.0 -0.1 0.9 -0.21
S -6.7629 -4.2051 -1.5328 -5.1 -1.4 4.7 0.63
O -5.9542 -5.2413 -0.8822 -0.4 1.6 -1.6 -0.31
O -8.1555 -4.6133 -1.9166 4.4 1.5 0.3 -0.27
F -7.0796 -3.3034 -0.2279 0.4 0.4 -0.8 -0.21
N -1.7241 4.3178 2.2700 -0.9 -0.3 -3.8 -0.26
S -0.3430 4.7045 1.6043 5.6 0.8 1.9 0.48
O -0.0850 6.0307 1.0817 -1.1 -1.2 -0.2 -0.29
O 0.4740 3.6117 1.0575 -1.8 1.2 -0.2 -0.33
F 0.4598 4.8694 3.0342 -0.5 -0.1 0.3 -0.26
S -2.4496 3.8827 0.7711 -4.2 -1.1 -0.2 0.57
O -2.2449 2.5030 0.3991 0.5 0.9 0.6 -0.31
O -2.5107 4.8701 -0.2824 0.9 -0.7 1.6 -0.27
F -4.0217 3.8326 1.2706 1.8 0.3 0.1 -0.22